Record 1
# C19H41NO10S4

A structure of composition C19H41NO10S4 at a distorted geometry (ωB97M-V/def2-TZVPD, OMol25).

Last column: Löwdin charge in e.
Positions of all 75 atoms, in Å:
C -0.566 -2.328 -3.971  0.07
C -1.512 -2.819 -2.842  -0.39
O -1.668 -3.982 -2.653  0.15
N -2.050 -1.888 -1.900  0.13
H -1.439 -1.207 -1.626  0.00
H -2.627 -1.410 -2.487  0.14
C -2.760 -2.582 -0.711  0.05
H 0.155 -1.614 -3.626  0.10
H -1.334 -2.340 -4.734  0.11
H 0.112 -2.905 -4.294  0.01
H -3.651 -3.162 -1.138  0.12
H -3.181 -2.066 0.073  0.05
H -2.030 -3.285 -0.050  0.14
O -0.224 -0.270 -1.034  -0.42
H 0.503 0.208 -0.643  -0.13
C 2.785 2.252 -0.634  -0.24
C 2.040 2.989 -1.715  -0.26
C 2.824 4.062 -2.188  -0.30
S 4.426 3.978 -1.566  0.62
O 4.542 4.948 -0.593  -0.26
O 5.316 3.905 -2.711  -0.31
C 4.278 2.394 -0.862  -0.21
H 2.544 1.200 -0.838  0.10
H 2.414 2.428 0.417  0.12
H 1.006 3.294 -1.186  0.17
H 2.148 2.264 -2.585  0.15
H 2.189 5.053 -1.878  0.19
H 3.027 4.085 -3.161  0.05
H 4.812 2.166 0.060  0.13
H 4.471 1.795 -1.649  0.07
C 0.219 0.517 1.977  -0.13
C 1.678 0.455 2.534  -0.25
C 1.658 0.026 3.830  -0.27
S 0.380 0.914 4.547  0.63
O 0.839 2.117 5.151  -0.27
O -0.213 -0.046 5.466  -0.32
C -0.503 1.151 3.157  -0.26
H -0.301 -0.430 1.878  0.12
H 0.190 1.193 1.271  0.04
H 1.984 1.354 2.388  0.06
H 2.401 0.030 1.963  0.11
H 2.514 0.270 4.423  0.13
H 1.431 -1.002 3.926  0.10
H -0.640 2.182 3.115  0.09
H -1.598 0.713 3.208  0.16
C 0.659 -3.583 0.667  -0.16
C 0.808 -4.997 -0.162  -0.23
C 1.073 -6.063 0.689  -0.25
S 2.002 -5.350 1.980  0.65
O 3.413 -5.415 1.692  -0.30
O 1.568 -5.916 3.170  -0.27
C 1.644 -3.622 1.830  -0.20
H -0.247 -3.517 1.179  0.06
H 0.719 -2.749 -0.222  0.16
H 1.485 -4.782 -0.943  0.11
H 0.021 -5.070 -0.839  0.08
H 1.388 -6.954 0.317  0.10
H 0.247 -6.363 1.254  0.10
H 2.334 -3.116 1.488  0.01
H 1.208 -3.207 2.753  0.12
C -4.124 1.964 -1.194  -0.23
C -2.795 2.144 -0.430  -0.23
C -2.413 3.533 -0.553  -0.24
S -3.996 4.429 -0.716  0.71
O -4.079 5.189 -1.977  -0.33
O -4.331 5.158 0.507  -0.35
C -5.092 3.047 -0.795  -0.23
H -4.385 0.981 -0.870  0.10
H -3.927 2.111 -2.209  0.10
H -2.052 1.595 -0.867  0.06
H -2.901 1.876 0.691  0.16
H -1.868 3.921 -1.314  0.07
H -1.689 3.842 0.127  0.09
H -5.736 3.376 -1.629  0.11
H -5.523 2.928 0.267  0.15

Properties
Spin multiplicity   1
DFT total energy   -85659.3790 eV
Frontier orbital gap   8.2 eV
Energy above the lowest of the compared OMol25 structures with the same formula, charge and spin   94.7 kcal/mol
Max |F|   9.33 eV/Å
HOMO   -9.00 eV

Record 2
# C5H6ClN

The molecule C5H6ClN at a distorted geometry (ωB97M-V/def2-TZVPD, OMol25).

Last column: natural (NBO) charge in e.
Positions of all 13 atoms, in Å:
C -1.675 -0.625 0.060  -0.03
C -0.238 -0.916 0.062  -0.56
C -2.861 -0.453 0.139  -0.12
C 0.584 0.336 -0.019  0.32
C 2.134 0.299 -0.033  -0.69
N 0.157 1.518 -0.052  -0.63
Cl -4.392 0.055 -0.027  0.13
H -0.821 1.564 -0.061  0.34
H -0.164 -1.428 -0.902  0.26
H -0.039 -1.472 1.005  0.26
H 2.440 0.899 0.953  0.25
H 2.200 0.971 -0.907  0.25
H 2.674 -0.747 -0.219  0.22

Properties
Spin multiplicity   1
SMILES string   [H]/N=C(/C)CC#CCl
DFT total energy   -19291.5380 eV
Frontier orbital gap   10.5 eV
Energy above the lowest of the compared OMol25 structures with the same formula, charge and spin   71.1 kcal/mol
Max |F|   2.83 eV/Å
HOMO   -9.85 eV

Record 3
# C4H9NO3

A cluster of 3 separate species, C4H9NO3 in total (ωB97M-V/def2-TZVPD, OMol25).

Last column: natural (NBO) charge in e.
Positions of all 17 atoms, in Å:
C -0.330 1.554 1.373  0.82
C -1.526 0.873 0.798  -0.75
O -0.516 1.940 2.636  -0.68
O 0.717 1.743 0.799  -0.65
H 0.284 2.356 2.995  0.50
H 1.655 0.574 -0.334  0.50
H -1.739 1.273 -0.189  0.24
H -2.379 0.994 1.457  0.23
C -0.025 -1.903 -1.054  0.46
N -0.071 -1.912 0.161  -0.68
C -0.206 -1.872 -2.332  -0.66
O 2.199 -0.073 -0.817  -0.98
H 2.981 0.404 -1.096  0.47
H 0.780 -2.043 0.693  0.39
H -1.290 -0.187 0.677  0.28
H -0.442 -2.763 -2.878  0.24
H -0.093 -0.958 -2.891  0.25

Properties
Spin multiplicity   1
SMILES string   CC(=O)O.C=C=N.O
DFT total energy   -11925.7392 eV
Frontier orbital gap   9.5 eV
Energy above the lowest of the compared OMol25 structures with the same formula, charge and spin   41.6 kcal/mol
Max |F|   0.93 eV/Å
HOMO   -8.87 eV

Record 4
# C5H13N

The molecule C5H13N at a distorted geometry (ωB97M-V/def2-TZVPD, OMol25).

Last column: natural (NBO) charge in e.
Positions of all 19 atoms, in Å:
C -0.894 -1.167 -0.840  -0.42
C 0.282 -2.109 -0.438  -0.64
C -0.761 0.409 -0.760  -0.21
N 0.287 0.689 0.227  -0.46
C -0.033 0.424 1.602  -0.41
C 0.986 1.963 0.029  -0.41
H -1.186 -1.543 -1.821  0.21
H -1.758 -1.310 -0.181  0.19
H 0.141 -2.787 0.401  0.21
H 1.118 -1.413 -0.301  0.23
H 0.630 -2.682 -1.304  0.20
H -0.292 0.696 -1.702  0.19
H -1.741 0.884 -0.677  0.17
H 0.870 0.478 2.228  0.20
H -0.728 1.198 1.981  0.16
H -0.498 -0.554 1.727  0.20
H 0.993 2.601 0.909  0.19
H 0.543 2.451 -0.832  0.19
H 2.041 1.771 -0.246  0.19

Properties
Spin multiplicity   1
SMILES string   CCCN(C)C
DFT total energy   -6884.6920 eV
Frontier orbital gap   9.2 eV
Energy above the lowest of the compared OMol25 structures with the same formula, charge and spin   34.7 kcal/mol
Max |F|   3.29 eV/Å
HOMO   -8.13 eV

Record 5
# C3H4BrIN2O2

The molecule C3H4BrIN2O2 at a distorted geometry (ωB97M-V/def2-TZVPD, OMol25).

Last column: natural (NBO) charge in e.
Positions of all 13 atoms, in Å:
C 0.183 1.500 0.118  0.67
C -0.037 -0.997 0.438  0.54
C 0.564 0.013 -0.505  -0.30
N -1.097 1.866 0.047  -0.80
N 0.241 -2.249 0.316  -0.78
O 1.080 2.151 0.558  -0.59
O -0.824 -0.560 1.245  -0.60
Br -0.428 -0.090 -2.528  -0.07
I 2.645 -0.174 -0.604  0.27
H -1.961 1.316 -0.171  0.43
H -1.252 2.659 0.531  0.39
H 0.981 -2.449 -0.404  0.41
H -0.096 -2.987 0.960  0.43

Properties
Spin multiplicity   1
SMILES string   NC(=O)C(Br)(I)C(N)=O
DFT total energy   -88393.7809 eV
Frontier orbital gap   8.8 eV
Energy above the lowest of the compared OMol25 structures with the same formula, charge and spin   0.0 kcal/mol
Max |F|   4.72 eV/Å
HOMO   -9.87 eV

Record 6
# C5H13N

A structure of composition C5H13N at a distorted geometry (ωB97M-V/def2-TZVPD, OMol25).

Last column: Löwdin charge in e.
Positions of all 19 atoms, in Å:
C 0.119 0.547 2.011  0.08
C -0.573 0.948 0.696  -0.08
C -0.672 -0.199 -0.283  -0.50
C 0.465 0.017 -1.156  -0.19
C -1.980 -0.185 -1.054  -0.09
N 2.454 -0.556 0.284  -0.10
H -0.331 0.982 2.879  0.08
H 0.392 -0.557 2.191  0.12
H 0.679 0.843 0.891  0.14
H -1.407 1.628 0.783  0.13
H -0.626 -1.185 0.174  0.14
H 0.497 -0.651 -2.002  0.07
H 0.584 0.995 -1.603  0.09
H 1.480 -0.347 -0.745  -0.04
H -2.412 0.826 -1.323  0.09
H -1.784 -0.748 -2.083  0.12
H -2.716 -0.788 -0.490  0.07
H 2.548 -1.546 0.449  -0.06
H 3.281 -0.024 0.380  -0.08

Properties
Spin multiplicity   1
DFT total energy   -6876.9747 eV
Frontier orbital gap   4.8 eV
Energy above the lowest of the compared OMol25 structures with the same formula, charge and spin   212.7 kcal/mol
Max |F|   6.41 eV/Å
HOMO   -6.37 eV